{
  "formula": "C21H34F3N4O2S",
  "method": "the ωB97M-V functional and the def2-TZVPD basis",
  "symbols": ["C", "C", "S", "C", "C", "O", "N", "C", "C", "C", "C", "O", "C", "F", "F", "F", "H", "H", "H", "H", "H", "H", "H", "H", "H", "H", "H", "H", "H", "C", "C", "C", "C", "N", "H", "H", "H", "H", "H", "H", "H", "C", "C", "C", "C", "N", "H", "H", "H", "H", "H", "H", "H", "C", "C", "C", "C", "N", "H", "H", "H", "H", "H", "H", "H"],
  "coordinates": [[-1.453589, -3.656522, 4.652116], [-1.300486, -3.171352, 3.568543], [-1.177198, -3.102168, 1.850179], [-2.279540, -1.779207, 1.257950], [-3.771877, -2.225839, 1.272302], [-4.550138, -1.450817, 1.731363], [-4.222371, -3.488988, 0.812730], [-3.443808, -4.008395, -0.325656], [-4.313860, -4.446512, 1.930377], [0.566185, -2.681854, 1.450879], [1.116277, -3.902527, 0.664798], [0.174097, -4.159110, -0.373033], [1.198420, -5.183790, 1.529779], [1.053587, -4.925328, 2.827645], [0.223771, -5.996085, 1.194353], [2.349979, -5.785048, 1.407486], [-1.557875, -4.062420, 5.632519], [-2.128447, -0.896713, 1.879478], [-2.031397, -1.511340, 0.222351], [-3.041948, -3.201009, -0.944157], [-2.566657, -4.563218, 0.055768], [-4.007447, -4.726617, -0.922131], [-3.714963, -4.105930, 2.788028], [-5.334923, -4.528111, 2.318006], [-4.002137, -5.455212, 1.651364], [1.142957, -2.502235, 2.359552], [0.605212, -1.800810, 0.814910], [2.083344, -3.690615, 0.198629], [0.139258, -3.376042, -0.933892], [2.100000, 2.428337, -0.890008], [0.775893, 1.913604, -1.444856], [-0.340030, 1.874390, -0.395790], [0.028869, 0.976259, 0.704922], [0.312237, 0.248560, 1.552449], [2.487363, 1.779469, -0.101738], [2.851546, 2.458802, -1.678492], [1.996511, 3.436618, -0.484626], [0.927399, 0.912749, -1.857574], [0.460738, 2.554541, -2.268003], [-1.266352, 1.510819, -0.843260], [-0.523523, 2.872802, 0.004911], [-0.856961, 2.924946, -5.091584], [-2.189150, 2.389422, -5.601278], [-3.276556, 2.354398, -4.520507], [-2.877139, 1.479779, -3.404728], [-2.566887, 0.788704, -2.537486], [-0.444459, 2.287615, -4.308101], [-0.126680, 2.959220, -5.899666], [-0.966412, 3.935529, -4.691629], [-2.039025, 1.385375, -6.003121], [-2.534296, 3.015803, -6.424905], [-4.210034, 1.977541, -4.938866], [-3.461839, 3.355829, -4.129377], [4.232169, 3.418462, 2.716901], [5.309379, 4.488816, 2.814208], [5.321930, 5.428427, 1.608255], [5.584948, 4.668259, 0.362845], [5.797700, 4.085088, -0.600646], [4.396379, 2.777207, 1.848510], [4.248804, 2.780261, 3.600893], [3.236905, 3.861798, 2.634874], [6.284815, 4.006998, 2.906511], [5.153658, 5.072064, 3.723626], [6.100345, 6.182221, 1.725723], [4.365282, 5.943639, 1.510592]],
  "forces_ev_per_angstrom": [[0.1, 0.1, 0.2], [0.0, 0.2, -1.4], [0.1, -0.3, 0.4], [-0.1, 0.2, 0.0], [-0.7, -0.4, 0.3], [0.0, 0.6, 0.5], [1.3, 0.1, -0.6], [0.9, -0.5, 0.7], [-0.7, 0.1, 0.8], [0.9, -0.8, 0.0], [-1.1, 0.6, -0.3], [0.1, 0.0, 0.0], [-0.2, 0.7, -0.4], [-0.2, 0.6, 0.9], [-0.6, -0.9, -0.2], [1.1, -0.6, -0.5], [0.0, 0.1, 0.1], [-0.2, -0.1, 0.0], [0.4, -0.3, 0.2], [-0.5, -0.1, -0.1], [-0.1, 0.0, -0.3], [-0.2, 0.4, 0.0], [0.0, -0.3, -0.2], [0.1, 0.1, -0.3], [0.1, 0.3, -0.2], [-0.4, 0.2, 0.0], [-0.3, 0.0, 0.2], [0.1, 0.1, 0.6], [0.2, -0.1, -0.2], [0.0, 0.0, -0.1], [0.4, 0.1, 0.0], [0.2, -0.1, 0.0], [-0.2, 0.1, 0.2], [-0.2, 0.3, -0.3], [0.0, 0.0, 0.0], [0.0, 0.1, 0.0], [0.0, 0.0, 0.0], [-0.1, 0.0, 0.0], [-0.1, 0.0, 0.0], [0.0, 0.0, 0.1], [0.0, 0.0, 0.1], [0.0, 0.0, 0.0], [0.3, 0.0, -0.1], [0.2, -0.2, 0.0], [-0.2, -0.1, 0.2], [-0.1, 0.2, -0.3], [0.0, 0.0, 0.0], [0.0, 0.0, 0.0], [0.0, 0.0, 0.0], [-0.1, 0.0, 0.0], [-0.1, 0.0, 0.0], [0.0, 0.0, 0.1], [0.0, 0.0, 0.1], [0.0, -0.1, 0.0], [-0.1, -0.2, 0.2], [0.2, -0.4, -0.2], [-0.1, 0.6, 0.5], [0.0, -0.2, -0.2], [0.0, 0.0, 0.0], [0.0, 0.0, 0.0], [0.0, 0.0, 0.0], [0.0, 0.1, 0.0], [0.1, 0.1, -0.1], [0.0, 0.0, -0.1], [0.0, 0.0, -0.1]],
  "mol_weight_da": 463.59,
  "charge": 1,
  "homo_ev": -12.22
}